Here is a cluster of 8 separate species, C18H29N9O4 in total at a distorted geometry from OMol25. Energies are from wB97M-V/def2-TZVPD.

The geometry in XYZ format:
```
60
C18H29N9O4, DFT wB97M-V/def2-TZVPD
O 1.558 -5.228 -1.862
C 0.666 -4.417 -2.448
C 0.926 -3.975 -3.690
C 0.156 -2.988 -4.252
C -0.875 -2.394 -3.601
O -1.608 -1.353 -4.067
C -1.179 -2.859 -2.266
C -0.433 -3.911 -1.751
H 1.110 -5.734 -1.180
H 1.808 -4.243 -4.253
H 0.498 -2.538 -5.172
H -1.017 -0.709 -4.466
H -1.783 -2.208 -1.652
H -0.579 -4.252 -0.736
N -4.524 2.160 2.231
C -4.504 2.888 1.181
N -5.274 2.455 0.277
O -3.789 3.840 1.069
H -3.753 2.340 2.858
H -4.872 1.218 2.120
H -5.165 2.719 -0.692
H -5.888 1.713 0.581
N 3.780 0.459 4.514
C 4.416 -0.685 4.438
N 5.309 -0.687 5.340
O 4.216 -1.512 3.593
H 3.124 0.694 3.783
H 3.912 1.088 5.294
H 5.276 0.037 6.044
H 5.803 -1.540 5.562
C -6.111 0.863 -3.624
C -7.172 -0.043 -3.275
N -7.971 -0.813 -2.930
H -6.443 1.899 -3.558
H -5.673 0.718 -4.612
H -5.258 0.678 -2.972
C -0.352 1.990 -1.145
C 0.050 1.643 0.193
N 0.422 1.332 1.262
H 0.551 1.901 -1.749
H -0.624 3.044 -1.094
H -1.139 1.348 -1.540
C 2.771 5.521 -0.625
C 1.648 6.484 -0.699
N 0.725 7.189 -0.735
H 3.756 5.985 -0.575
H 2.643 4.848 -1.472
H 2.567 5.080 0.351
C -0.415 -1.880 4.975
C 0.103 -2.136 6.328
N 0.479 -2.419 7.400
H -0.609 -0.807 4.949
H -1.330 -2.447 4.803
H 0.409 -1.992 4.271
C 5.084 -1.849 -1.554
C 4.689 -0.542 -2.131
N 4.368 0.508 -2.622
H 5.535 -2.432 -2.357
H 4.137 -2.313 -1.279
H 5.845 -1.736 -0.782
```

Calculated values
**Structure (SMILES)**: Oc1ccc(O)cc1.NC(N)=O.NC(N)=O.CC#N.CC#N.CC#N.CC#N.CC#N
**Highest occupied orbital energy**: -8.60 eV
**LUMO level**: -0.1 eV